(1)
109
Properties=species:S:1:pos:R:3 method="wB97M-V/def2-TZVPD" homo_lumo_gap_ev=6.65 e_tot_ev=-242508.6598 spin_multiplicity=1 e_above_lowest_kj_mol=8.2 total_charge=-1 e_lumo_ev=2.17
Bi -0.1217 -0.2067 0.6714
Br -1.9463 -5.2102 -0.3303
C -2.6518 -3.9786 0.9203
C -3.8231 -4.3264 1.6031
C -4.3504 -3.5053 2.5584
Br -5.9227 -4.0478 3.4813
C -3.7283 -2.2723 2.8639
C -4.1378 -1.3890 3.8892
C -3.4438 -0.2354 4.1196
C -2.3626 0.0853 3.2809
N -1.9802 -0.7078 2.3138
C -2.5855 -1.9063 2.1203
C -1.9582 -2.7900 1.1518
O -0.8359 -2.4826 0.6166
H -4.3027 -5.2680 1.3740
H -4.9951 -1.6508 4.4953
H -3.7233 0.4419 4.9154
H -1.8299 1.0252 3.3804
C 1.4190 3.9867 -0.6601
C 0.7381 3.7575 -1.9769
C 0.1940 4.8239 -2.6912
C -0.4014 4.6369 -3.9287
C -0.4455 3.3629 -4.4773
C 0.0758 2.2685 -3.7971
C 0.0620 0.8989 -4.4177
C 0.6487 2.4813 -2.5351
N 1.1506 1.3422 -1.8472
C 2.3213 0.9545 -2.1275
C 3.2954 1.7239 -2.9847
C 2.7617 -0.4198 -1.6611
C 4.0489 -0.9397 -2.2456
N 2.0189 -1.0797 -0.8745
C 2.3927 -2.4196 -0.5246
C 3.3459 -2.6518 0.4636
C 4.0626 -1.5255 1.1567
C 3.6213 -3.9755 0.7950
C 2.9701 -5.0215 0.1643
C 2.0308 -4.7584 -0.8228
C 1.7263 -3.4537 -1.1867
C 0.7331 -3.1500 -2.2713
H 1.6334 5.0468 -0.5207
H 2.3521 3.4275 -0.5753
H 0.7822 3.6563 0.1629
H 0.2546 5.8171 -2.2607
H -0.8165 5.4800 -4.4683
H -0.8957 3.2035 -5.4514
H -0.5784 0.8891 -5.2999
H -0.3126 0.1541 -3.7134
H 1.0662 0.5959 -4.7329
H 2.9399 2.7352 -3.1610
H 3.4392 1.2355 -3.9509
H 4.2703 1.7712 -2.4978
H 4.0617 -0.8098 -3.3282
H 4.1865 -1.9905 -2.0111
H 4.8939 -0.3789 -1.8392
H 3.4645 -0.6134 1.1818
H 5.0112 -1.3036 0.6551
H 4.2883 -1.7956 2.1888
H 4.3437 -4.1752 1.5789
H 3.1862 -6.0449 0.4476
H 1.5126 -5.5724 -1.3165
H 0.3662 -4.0722 -2.7203
H 1.1797 -2.5390 -3.0622
H -0.1267 -2.6030 -1.8787
S 1.6594 1.6092 1.7577
C 2.4128 0.8290 3.1419
C 3.3065 1.5707 3.9240
C 3.9661 1.0131 5.0052
C 3.7351 -0.3197 5.3343
C 2.8470 -1.0642 4.5790
C 2.1725 -0.5133 3.4806
S 1.0832 -1.5618 2.5913
H 3.4780 2.6072 3.6575
H 4.6568 1.6129 5.5860
H 4.2409 -0.7750 6.1778
H 2.6580 -2.1023 4.8295
C -6.3368 2.5352 -3.9164
C -5.6470 3.8962 -3.8559
C -4.7597 4.0723 -2.6264
C -3.5848 3.0986 -2.6056
N -2.7523 3.2270 -1.4238
C -2.9788 2.6090 -0.2540
S -1.7950 2.6677 0.9729
N -4.1634 2.0027 -0.1220
C -4.5444 1.1493 0.9903
C -5.8987 1.5445 1.5649
C -5.9142 2.9409 2.1812
C -5.0044 3.0654 3.4004
H -7.0705 2.4965 -4.7230
H -6.8659 2.3283 -2.9814
H -5.6290 1.7219 -4.0806
H -6.4043 4.6843 -3.8612
H -5.0457 4.0450 -4.7590
H -5.3613 3.9492 -1.7192
H -4.3598 5.0892 -2.5914
H -2.9427 3.2802 -3.4652
H -3.9016 2.0558 -2.7041
H -1.8208 3.5953 -1.5274
H -4.6862 1.8590 -0.9724
H -3.7599 1.2408 1.7374
H -4.5497 0.1103 0.6491
H -6.1695 0.8023 2.3235
H -6.6599 1.4736 0.7799
H -6.9411 3.1964 2.4570
H -5.6072 3.6691 1.4244
H -5.2417 2.2949 4.1405
H -5.1202 4.0375 3.8834
H -3.9532 2.9620 3.1240
I -2.4577 -0.4902 -1.6205

=====

(2)
8
Properties=species:S:1:pos:R:3 method="wB97M-V/def2-TZVPD" homo_lumo_gap_ev=10.09 e_tot_ev=-5113.1684 spin_multiplicity=1 e_above_lowest_kj_mol=558.8 total_charge=0 e_lumo_ev=0.33
C 0.4492 -0.1307 0.2662
C -0.8398 0.3848 -0.2586
N 1.5875 -0.3977 -0.5738
N 1.8184 0.3462 0.3475
H 0.3240 -1.7226 1.2762
H -1.5526 0.3706 0.5982
H -1.1720 -0.3648 -1.0650
H -0.6146 1.5144 -0.5908

=====

(3)
9
Properties=species:S:1:pos:R:3 method="wB97M-V/def2-TZVPD" homo_lumo_gap_ev="7.09 / 7.57" e_tot_ev=-10631.1213 spin_multiplicity=2 e_above_lowest_kj_mol=93.2 total_charge=+2 e_lumo_ev="-8.89 / -8.89"
H -0.7769 3.1530 -1.1690
F 0.4637 -1.0878 -0.3471
O 2.1764 -0.4386 0.8249
O -0.8420 2.2696 -1.5816
C 1.1971 -0.1163 0.1537
C 0.7406 1.2177 -0.0637
C -0.0376 1.3887 -1.1599
H 1.2909 2.0440 0.3939
Ba 3.6224 -2.5569 1.9833

=====

(4)
122
Properties=species:S:1:pos:R:3 method="wB97M-V/def2-TZVPD" homo_lumo_gap_ev=8.95 e_tot_ev=-58695.2169 spin_multiplicity=1 total_charge=0 e_lumo_ev=0.43
C 0.7500 -8.1946 6.8187
O 0.2281 -7.2233 5.9052
C 0.4758 -5.8002 6.2697
C -0.7665 -4.8708 5.8357
N -0.4775 -3.4500 6.1895
C 0.4449 -2.8169 5.2696
C 1.0533 -1.6046 5.9568
O 1.7631 -1.9914 7.0722
C 2.8913 -1.2234 7.3819
H 0.7214 -9.1882 6.3714
H 0.3477 -8.2006 7.8317
H 1.7961 -7.9819 7.0390
H 1.4744 -5.5450 5.9150
H 0.5850 -5.8174 7.3541
H -1.6898 -5.2589 6.2658
H -0.8887 -4.8759 4.7525
H -0.0003 -3.2264 7.0511
H -0.1058 -2.5326 4.3729
H 1.2712 -3.5018 5.0795
H 0.2858 -0.8899 6.2539
H 1.6778 -1.2560 5.1342
H 2.7191 -0.1979 7.7086
H 3.5513 -1.2509 6.5148
H 3.4823 -1.6380 8.1986
C -1.3459 3.2823 -7.4257
O -0.6786 2.1911 -6.7040
C 0.1938 1.3651 -7.5131
C 1.5501 1.8795 -7.5682
N 2.2756 1.3420 -6.4600
C 3.5841 1.8633 -6.3035
C 3.8787 3.3103 -5.8902
O 5.2676 3.5160 -5.9783
C 5.6359 4.8658 -5.8139
H -0.6856 4.1384 -7.5645
H -2.2304 3.4837 -6.8213
H -1.7834 2.9697 -8.3739
H -0.1069 1.1460 -8.5376
H 0.0325 0.3372 -7.1885
H 1.4801 2.9269 -7.2746
H 2.0290 1.5780 -8.4998
H 1.7089 1.4668 -5.6332
H 4.1385 1.7451 -7.2346
H 4.1445 1.2045 -5.6401
H 3.5493 3.4216 -4.8571
H 3.3054 4.0386 -6.4638
H 6.6591 4.9882 -5.4587
H 5.0387 5.3175 -5.0218
H 5.5562 5.4491 -6.7312
C 3.5722 -3.1134 -2.5656
O 2.8282 -4.3450 -2.5200
H 4.4917 -3.3898 -3.0816
H 3.0878 -2.4272 -3.2603
H 3.6701 -2.5848 -1.6174
H 2.8689 -4.8947 -3.3061
C 9.5721 2.9037 1.7974
C 8.6163 1.7551 2.4416
C 7.4223 1.5011 1.5643
O 6.5927 2.6472 1.4827
C 5.3908 2.4414 0.7656
N 9.3106 0.4983 2.5079
H 10.2011 2.5279 0.9904
H 10.2061 3.2481 2.6144
H 8.9365 3.7364 1.4960
H 8.3638 2.0687 3.4545
H 6.8039 0.7803 2.0992
H 7.6265 0.9757 0.6314
H 4.6328 2.2012 1.5111
H 5.4036 1.6500 0.0162
H 5.0602 3.3520 0.2660
H 9.5766 0.2116 1.5766
H 10.1266 0.2684 3.0570
C -3.4054 2.3880 -1.4324
C -2.0015 1.7728 -1.2173
C -1.7309 0.1980 -1.1538
O -2.5268 -0.3837 -0.1156
C -2.8348 -1.6913 -0.2472
N -1.0996 2.2646 -2.2654
H -3.3808 3.4293 -1.7536
H -3.8816 2.3162 -0.4546
H -3.9960 1.8133 -2.1459
H -1.6100 2.0374 -0.2351
H -0.7133 0.0412 -0.7960
H -1.7945 -0.2611 -2.1404
H -1.9733 -2.3553 -0.3168
H -3.4103 -1.8660 -1.1563
H -3.2797 -2.0225 0.6912
H -1.3863 1.8409 -3.1362
H -1.1971 3.2483 -2.4725
C -5.2347 -11.8641 4.4989
C -4.6661 -11.4865 3.1093
C -4.4579 -9.9983 2.8504
O -3.9593 -9.6122 1.5035
C -5.0138 -8.9301 0.8194
N -3.3657 -12.1497 3.0020
H -5.5294 -11.0115 5.1106
H -4.4046 -12.1703 5.1356
H -6.0953 -12.5308 4.5526
H -5.3355 -11.9769 2.4026
H -3.5802 -9.7965 3.4644
H -5.3001 -9.4774 3.3059
H -5.8963 -9.5655 0.8935
H -4.8007 -8.8240 -0.2443
H -5.1278 -7.9107 1.1880
H -3.5880 -13.1326 2.9348
H -2.7250 -11.8488 3.7224
C -4.3763 10.2759 -2.4252
C -5.6847 10.2390 -1.6623
C -6.6214 11.4358 -1.9026
O -7.6357 11.7559 -0.8667
C -8.3330 12.8632 -1.2865
N -6.5259 9.0474 -1.9097
H -3.8835 9.3598 -2.0996
H -3.7913 11.1536 -2.1503
H -4.7165 10.3359 -3.4590
H -5.4407 10.3063 -0.6021
H -7.0729 11.4572 -2.8945
H -5.9561 12.2979 -1.8540
H -7.6170 13.6785 -1.3900
H -8.9984 13.2031 -0.4929
H -8.9675 12.7641 -2.1672
H -6.8405 8.8651 -2.8520
H -7.3843 9.1755 -1.3931